# 1
Computed, not measured: 10 unconnected molecules or ions with the total composition C60H110N4O32P6 in a non-equilibrium geometry, with wB97M-V/def2-TZVPD.

Atoms and positions in Å:
P (1.212, -4.883, 1.956)
P (-0.609, 5.395, 2.049)
P (3.846, 4.471, -2.130)
P (3.504, -0.228, 8.143)
P (-6.277, -1.946, -3.893)
P (-1.434, -5.162, -4.454)
O (2.277, -0.892, 7.779)
O (1.926, 2.069, 0.247)
O (4.334, 0.291, 6.947)
O (-2.697, -4.252, -4.638)
O (-7.086, -1.284, -5.077)
O (-1.322, 6.690, 2.492)
O (-1.804, 4.460, 1.472)
O (3.779, 5.631, -0.982)
O (-3.647, -5.480, 1.254)
O (-2.886, 2.771, -4.598)
O (-0.159, -4.260, -4.433)
O (2.354, 4.150, -2.579)
O (-1.350, -6.305, -5.381)
O (-7.329, -2.075, -2.688)
O (4.572, -1.029, 8.982)
O (4.462, 5.333, -3.319)
O (0.687, -6.081, 2.810)
O (10.007, 3.414, 1.560)
O (0.505, 5.563, 1.136)
O (0.309, -3.715, 2.100)
O (-5.655, -3.227, -4.199)
O (-1.644, -5.574, -2.912)
O (2.404, 0.443, 1.611)
O (8.792, 4.295, -0.012)
O (-5.271, -0.828, -3.451)
O (-4.432, -4.102, -0.262)
O (1.465, -5.449, 0.535)
O (2.698, -4.775, 2.514)
O (-1.926, 0.807, -4.767)
O (-0.396, 4.681, 3.479)
O (4.590, 3.272, -1.754)
O (3.332, 1.094, 9.063)
N (1.772, 0.903, 0.687)
N (8.953, 3.530, 0.929)
N (-2.549, 1.760, -5.211)
N (-3.978, -4.377, 0.834)
C (-4.330, 1.009, -2.149)
C (5.670, 1.819, 0.973)
C (0.484, -6.075, -0.240)
C (-0.042, 4.319, -2.683)
C (8.012, 2.101, 2.539)
C (1.261, -2.461, -3.650)
C (0.208, 0.470, -1.119)
C (2.425, 2.037, 8.593)
C (1.159, -6.655, -1.509)
C (-2.432, -2.291, 3.506)
C (-3.910, 1.498, -9.147)
C (0.706, 0.076, 0.094)
C (3.150, 3.378, 8.105)
C (1.425, -7.357, 2.966)
C (3.455, 5.169, 0.330)
C (-3.918, 2.657, -7.050)
C (-3.580, -0.872, 1.948)
C (-4.241, 2.597, -8.424)
C (7.834, 2.717, 1.316)
C (0.007, -3.301, -3.379)
C (4.258, -0.236, 5.608)
C (3.140, 0.443, 4.818)
C (-5.624, 0.459, -2.789)
C (-0.773, -1.777, 0.235)
C (1.329, 5.089, -2.551)
C (-0.845, -0.258, -1.694)
C (-3.362, -4.092, -5.925)
C (4.319, -1.720, 10.249)
C (-3.132, 0.454, -8.562)
C (-7.541, -3.423, -2.142)
C (-3.560, -3.190, 1.658)
C (-7.305, -0.248, -7.213)
C (5.961, 7.101, -3.753)
C (-2.780, -3.400, 2.764)
C (4.815, -3.117, 10.188)
C (3.236, -3.463, 2.856)
C (0.894, 4.638, 4.056)
C (3.560, -2.664, 1.576)
C (-2.839, -6.353, -2.718)
C (-1.323, -1.363, -1.007)
C (-1.586, 3.127, 1.076)
C (1.815, 3.633, 3.330)
C (5.883, 5.634, -3.260)
C (6.952, 1.291, 3.009)
C (3.434, 6.362, 1.241)
C (-1.544, 7.788, 1.460)
C (-3.263, -2.648, -6.513)
C (-2.730, 0.546, -7.258)
C (-2.695, 2.846, 0.096)
C (-2.686, -7.149, -1.391)
C (-3.103, 1.642, -6.586)
C (-1.289, 9.094, 2.177)
C (-6.358, -0.819, -6.205)
C (-8.413, -3.169, -0.938)
C (6.737, 2.609, 0.515)
C (0.413, -8.476, 3.295)
C (0.246, -1.060, 0.811)
C (-2.788, -1.047, 3.042)
C (-4.004, -1.968, 1.220)
C (5.805, 1.189, 2.232)
H (-1.253, 0.055, -2.648)
H (3.317, 3.386, 7.020)
H (-4.353, 2.047, -1.793)
H (4.291, -3.183, 0.964)
H (-3.607, -5.572, -2.645)
H (0.428, -7.039, -2.245)
H (-0.227, 9.233, 2.431)
H (-2.652, 3.490, -0.804)
H (-0.190, -8.859, 2.451)
H (-2.198, -1.907, -1.382)
H (-3.088, -7.035, -3.534)
H (4.849, 1.652, 0.297)
H (1.861, -7.432, -1.246)
H (-6.706, 0.232, -8.009)
H (1.852, 3.931, 2.292)
H (1.347, 5.724, -1.633)
H (-3.635, 3.008, 0.630)
H (1.465, 2.593, 3.454)
H (7.006, 0.689, 3.875)
H (4.105, -3.823, 3.441)
H (1.778, -5.901, -2.017)
H (-4.388, -4.267, -5.715)
H (-3.499, -1.942, -5.696)
H (0.599, 4.304, 5.074)
H (0.614, 1.370, -1.606)
H (-1.897, 9.292, 3.062)
H (7.025, 7.418, -3.713)
H (-1.862, -2.374, 4.416)
H (2.114, -3.145, -3.723)
H (-6.585, -3.911, -1.930)
H (2.488, 4.680, 0.342)
H (-8.082, -0.971, -7.591)
H (2.583, -2.937, 3.543)
H (3.370, 1.475, 4.705)
H (-1.573, 9.967, 1.565)
H (6.137, 5.564, -2.214)
H (-4.054, -2.536, -7.227)
H (8.929, 2.186, 3.140)
H (3.245, -1.692, 10.558)
H (6.456, 4.968, -3.888)
H (-6.326, 0.137, -2.016)
H (2.185, 0.271, 5.324)
H (5.849, -3.134, 9.855)
H (-0.001, -6.914, 0.266)
H (-3.854, 0.126, 1.669)
H (4.316, -3.753, 9.409)
H (1.269, -1.892, -4.571)
H (-3.540, 0.940, -2.882)
H (-2.059, -0.118, -6.731)
H (-3.368, -8.023, -1.351)
H (3.893, -1.647, 1.792)
H (-5.647, -0.097, -5.853)
H (-4.142, 3.457, -6.368)
H (0.874, -9.360, 3.727)
H (6.722, 3.027, -0.491)
H (-0.253, 3.971, -1.670)
H (-9.395, -2.874, -1.234)
H (-0.971, 7.544, 0.570)
H (-2.557, -4.416, 3.081)
H (0.767, -1.342, 1.704)
H (-7.900, 0.534, -6.716)
H (-6.164, 1.022, -3.518)
H (-2.899, -6.560, -0.503)
H (1.474, -1.783, -2.818)
H (2.840, 3.748, 3.741)
H (4.378, 6.931, 1.242)
H (5.270, -0.086, 5.251)
H (3.130, -0.042, 3.863)
H (2.176, -7.279, 3.748)
H (-0.879, 4.955, -3.026)
H (-0.945, -2.737, -3.411)
H (-8.043, -3.959, -2.961)
H (1.784, 2.198, 9.436)
H (2.645, 7.047, 0.907)
H (1.900, -7.521, 2.018)
H (-0.374, -5.405, -0.489)
H (0.070, -3.749, -2.361)
H (5.336, 7.762, -3.151)
H (-1.604, 2.520, 1.989)
H (5.573, 7.114, -4.770)
H (-2.816, -0.424, -9.156)
H (-8.422, -4.110, -0.414)
H (4.832, -1.138, 11.032)
H (-0.343, -8.015, 3.949)
H (0.099, 3.435, -3.324)
H (2.583, 4.290, 8.387)
H (-8.006, -2.379, -0.330)
H (-4.062, 0.390, -1.278)
H (2.627, -2.510, 1.019)
H (-2.579, -0.198, 3.715)
H (-4.650, -1.872, 0.369)
H (-1.675, -7.543, -1.363)
H (-2.629, 7.714, 1.301)
H (4.202, 4.453, 0.630)
H (-1.151, -2.554, 0.845)
H (1.281, 5.657, 4.261)
H (3.235, 6.014, 2.240)
H (1.480, 5.744, -3.405)
H (-4.770, 3.421, -8.919)
H (-2.670, 1.776, -0.146)
H (-2.879, -4.794, -6.605)
H (4.111, 3.353, 8.577)
H (4.746, -3.594, 11.176)
H (4.971, 0.555, 2.489)
H (-2.263, -2.468, -6.908)
H (-5.834, -1.703, -6.522)
H (-4.240, 1.522, -10.172)
H (1.824, 1.704, 7.753)
H (4.135, -1.307, 5.671)
H (-0.615, 2.995, 0.554)

Calculated values
Structure (SMILES) = O=[N+]([O-])c1ccccc1.O=[N+]([O-])c1ccccc1.O=[N+]([O-])c1ccccc1.O=[N+]([O-])c1ccccc1.CCOP(=O)(OCC)OCC.CCOP(=O)(OCC)OCC.CCOP(=O)(OCC)OCC.CCOP(=O)(OCC)OCC.CCOP(=O)(OCC)OCC.CCOP(=O)(OCC)OCC
Multiplicity = 1
Frontier orbital gap = 8.46 eV
DFT total energy = -191222.9903 eV

# 2
Computed, not measured: a molecular structure, C10H13NOS2 in a non-equilibrium geometry, with wB97M-V/def2-TZVPD.

Atoms and positions in Å:
S (-0.847, -0.551, -2.322)
S (-0.964, -2.438, -0.301)
O (-0.347, -2.570, 0.991)
N (0.118, -1.443, -1.206)
C (-2.229, -1.139, -0.137)
C (0.626, 0.253, 0.796)
C (-2.782, 1.003, -1.041)
C (1.913, 0.638, -1.395)
C (-3.062, -0.948, 0.953)
C (2.388, -1.283, 0.137)
C (-3.713, 0.251, 1.076)
C (-2.126, -0.141, -1.115)
C (-3.575, 1.251, 0.135)
C (1.365, -0.302, -0.359)
H (0.881, 1.290, 1.154)
H (1.479, 1.579, -1.253)
H (1.731, 0.208, -2.452)
H (-3.038, -1.614, 1.811)
H (0.608, -0.524, 1.603)
H (-2.777, 1.790, -1.725)
H (-4.349, 0.512, 1.896)
H (-0.442, 0.466, 0.589)
H (1.990, -2.040, 0.829)
H (2.931, 0.911, -1.362)
H (-4.181, 2.196, 0.293)
H (3.184, -0.635, 0.625)
H (2.773, -2.001, -0.585)

Calculated values
Multiplicity = 3
<S²> = 2.0262
Frontier orbital gap (alpha / beta) = 5.53 / 5.54 eV
DFT total energy = -35781.9453 eV

# 3
Computed, not measured: a molecular structure, C42H68GeN2O3PV in a non-equilibrium geometry, with wB97M-V/def2-TZVPD.

Atoms and positions in Å:
Ge (-0.038, 2.448, 1.340)
V (-0.261, -0.117, -0.325)
P (-1.824, -2.026, -1.325)
O (1.286, 1.288, 1.678)
O (0.080, 1.250, -1.192)
O (-1.376, 1.071, 1.221)
N (0.289, -1.357, 1.094)
N (1.306, -1.138, -1.322)
C (-0.436, -4.407, -0.532)
C (1.507, -1.924, 0.897)
C (2.196, -2.652, 1.878)
C (-3.402, -2.242, -3.783)
C (3.479, -3.202, 1.562)
C (-3.962, -0.214, -5.209)
C (-4.478, -3.314, 1.653)
C (0.719, 2.229, -2.026)
C (-2.750, 1.404, 1.548)
C (4.004, -3.085, 0.322)
C (2.243, 2.092, -1.871)
C (-1.357, -4.435, -2.853)
C (-3.363, 0.229, 2.304)
C (-3.146, -3.239, 0.889)
C (0.772, -5.714, -2.341)
C (-2.808, 2.638, 2.452)
C (1.723, -1.154, -2.580)
C (-2.322, -1.416, -3.026)
C (2.056, -1.804, -0.411)
C (-3.357, -2.772, -0.570)
C (1.567, -2.821, 3.122)
C (-0.256, -1.508, 2.297)
C (0.336, -2.243, 3.322)
C (-5.588, -3.774, 0.712)
C (2.732, 3.101, 2.468)
C (-2.842, 0.552, -4.468)
C (0.318, 3.653, -1.618)
C (-4.590, -1.869, -0.652)
C (-0.793, -3.532, -1.741)
C (2.180, 1.135, 3.905)
C (-5.856, -2.690, -0.344)
C (2.921, -1.741, -2.982)
C (2.453, 1.599, 2.478)
C (-0.669, -5.815, -2.834)
C (3.641, 0.852, 1.882)
C (3.287, -2.409, -0.715)
C (-4.515, -1.373, -4.378)
C (3.729, -2.340, -2.045)
C (0.287, 2.044, -3.487)
C (0.799, -5.259, -0.869)
C (-3.515, 1.666, 0.256)
C (-2.704, 0.072, -3.023)
H (0.540, 4.327, -2.443)
H (3.406, -0.207, 1.768)
H (-5.142, -2.005, -5.007)
H (-1.891, 0.399, -4.984)
H (-3.550, -3.654, -1.189)
H (1.927, 3.651, 2.965)
H (2.635, 1.255, -2.442)
H (4.506, 0.947, 2.537)
H (-1.376, -1.493, -3.580)
H (4.016, -3.724, 2.344)
H (1.711, -4.690, -0.674)
H (1.263, -6.682, -2.438)
H (-3.046, 1.624, -4.478)
H (3.902, 1.260, 0.904)
H (-4.689, -1.426, -1.641)
H (-4.424, 0.411, 2.469)
H (-5.165, -0.984, -3.591)
H (-3.856, -2.994, -3.138)
H (-4.565, 1.860, 0.470)
H (4.684, -2.772, -2.319)
H (-4.497, -1.054, 0.067)
H (-6.632, -2.011, 0.012)
H (-3.818, 2.756, 2.842)
H (-2.695, -4.229, 0.898)
H (3.659, 3.319, 2.996)
H (-2.551, 3.551, 1.911)
H (-1.269, -5.075, -0.315)
H (-2.925, -2.782, -4.603)
H (1.083, -0.684, -3.312)
H (-0.250, -3.813, 0.365)
H (1.306, 1.657, 4.305)
H (-2.454, -2.571, 1.408)
H (-0.707, 2.462, -3.644)
H (3.034, 1.352, 4.546)
H (4.965, -3.522, 0.085)
H (-0.183, -2.346, 4.264)
H (-2.130, 2.523, 3.303)
H (2.484, 1.941, -0.816)
H (-1.188, -3.962, -3.822)
H (0.878, 3.995, -0.747)
H (-2.887, 0.110, 3.279)
H (2.054, -3.391, 3.903)
H (-3.657, 0.220, -2.513)
H (-4.782, 0.460, -5.454)
H (-0.698, -6.241, -3.837)
H (0.988, 2.565, -4.137)
H (1.985, 0.064, 3.929)
H (3.209, -1.713, -4.024)
H (-6.231, -3.150, -1.261)
H (0.262, 0.995, -3.774)
H (-3.101, 2.535, -0.261)
H (-3.436, 0.798, -0.399)
H (-5.287, -4.711, 0.234)
H (-3.256, -0.690, 1.729)
H (1.325, -5.009, -2.970)
H (2.828, 3.467, 1.442)
H (0.137, -3.104, -2.119)
H (-4.749, -2.339, 2.067)
H (-1.214, -6.502, -2.184)
H (-4.373, -4.002, 2.492)
H (-6.496, -3.984, 1.275)
H (0.820, -6.127, -0.208)
H (-3.579, -0.602, -6.154)
H (-0.752, 3.710, -1.405)
H (-1.952, 0.654, -2.489)
H (-1.205, -1.023, 2.463)
H (-2.433, -4.583, -2.744)
H (2.731, 3.001, -2.219)

Calculated values
Multiplicity = 3
<S²> = 2.0177
Frontier orbital gap (alpha / beta) = 7.85 / 8.03 eV
DFT total energy = -145264.5333 eV
Net charge = +2